{
  "formula": "C7H6O4S",
  "method": "ωB97M-V/def2-TZVPD",
  "max_force_ha_per_bohr": 0.094,
  "relative_energy_kcal_mol": 0.00,
  "total_energy_ha": -969.3937,
  "symbols": ["C", "C", "C", "C", "C", "C", "C", "O", "O", "O", "O", "S", "H", "H", "H", "H", "H", "H"],
  "positions_angstrom": [[-1.951, 0.436, 0.028], [-1.886, -0.875, 0.050], [1.642, 1.431, -0.205], [-0.729, 0.894, 0.735], [-0.562, -1.066, 0.757], [0.296, 0.709, -0.403], [0.427, -0.783, -0.380], [1.932, 2.566, -0.422], [2.859, -1.763, -0.886], [2.565, 0.517, 0.099], [-0.458, -0.058, 1.665], [2.226, -1.117, 0.220], [-2.707, 0.955, -0.440], [-2.559, -1.550, -0.532], [-0.720, 1.923, 1.129], [-0.337, -1.932, 1.235], [-0.270, 0.960, -1.298], [0.231, -1.246, -1.351]]
}